C24H45DyNO2P2 as an isolated structure, computed with ωB97M-V with the def2-TZVPD basis set.

XYZ file:
```
75
C24H45DyNO2P2 (ωB97M-V with the def2-TZVPD basis set)
C -2.0472 3.0513 0.6545
H -4.4793 1.7536 -1.1654
H 3.3209 1.3988 1.6209
H 2.5980 5.9411 1.1358
C -3.5564 1.2047 -1.4205
O 0.7673 -0.8647 0.8544
H -2.0665 3.3838 -0.3918
H -1.0560 2.5532 -3.0518
H -2.7127 -1.5433 3.4985
C -0.1591 -1.5976 -2.5038
H 0.3907 2.1005 -3.9186
C 3.2968 5.1044 1.0756
H 2.9139 -4.8396 -0.1589
N 1.4346 0.0184 1.6320
C -2.8909 -0.5977 0.3796
C 1.6225 3.4811 2.6916
H 3.9753 5.0898 1.9352
H -2.2879 -2.6280 2.1619
C -1.0176 0.4699 -3.7376
P 0.6545 -3.9147 0.1615
H -2.1584 0.9922 4.0296
H -1.0296 -1.6847 2.9725
C 1.2099 -1.4300 -3.1575
C 2.4039 -3.8890 -0.3560
H 4.4456 2.8033 1.9339
H 3.0088 -0.5543 -2.3242
C 0.3780 1.5705 -1.8227
H 2.4396 -3.6623 -1.4265
H -2.0211 0.7682 -4.0697
H -0.4218 -5.5519 -1.1469
C -0.3246 1.7337 -3.1575
H 0.6161 3.9242 2.6569
C 0.8427 -3.8529 1.9794
H -3.8427 0.3729 -2.0792
H 1.8063 -2.3385 -2.9693
C 1.4285 0.6748 -1.6361
C -2.8706 0.7288 -0.1788
H -2.2425 -1.0931 -2.7312
H -0.1461 -4.0045 2.4254
H -2.9348 1.8984 -2.0077
O 1.4689 -0.3102 2.8111
C 0.1164 -5.6296 -0.1907
H 2.0691 0.7923 -0.7425
H 0.2176 2.3675 -1.0698
C -1.4591 1.3049 3.2385
C -3.4171 -1.8328 -0.2708
H 2.2561 4.0448 3.3909
P 2.3404 3.5588 0.9985
H 1.5238 2.4314 3.0093
C -2.0679 -1.6562 2.6144
H 1.5436 -4.6115 2.3532
C -1.2057 -0.7356 -2.8291
H 1.1697 -2.8402 2.2615
H 3.8507 5.1898 0.1359
H -2.6844 -2.3317 -0.9331
H -4.3045 -1.6059 -0.8709
H -0.3824 -2.6154 -2.1520
C 2.0398 -0.1949 -2.7197
H 0.9472 -6.3439 -0.3029
H -1.0949 3.3914 1.0897
C -1.9031 0.8004 1.9173
H -2.8645 3.5705 1.1843
C -2.2582 -0.5387 1.6598
H -1.4108 2.3984 3.2504
H 1.0834 -1.3904 -4.2537
Dy -0.5379 -0.1604 -0.7113
C -2.1937 1.5759 0.7612
H 4.1867 2.1858 0.2687
H 2.3067 0.3898 -3.6206
H -0.4739 0.9062 3.5098
C 3.7131 2.3584 1.2448
H -0.6043 -5.9840 0.5631
H -3.6892 -2.5657 0.5001
H 2.9086 -3.0666 0.1653
H -0.4784 0.1768 -4.6486
```

Computed properties:
Kohn-Sham gap (spin up / spin down) ... 5.390 / 5.581 eV
LUMO (spin up / spin down) ... -0.1804 / -0.1745 Ha
2S+1 ... 6
Charge ... +1
HOMO (spin up / spin down) ... -10.30 / -10.33 eV
Energy relative to the best compared isomer or geometry (same formula, charge and spin) ... 106.9 kcal/mol
Largest force on an atom ... 10.88 eV/A
<S²> ... 9.33
Energy ... -2714.0521 hartree

***

A 4-piece molecular cluster, C30H44NO11 overall, computed with ωB97M-V with the def2-TZVPD basis set.

XYZ file:
```
86
C30H44NO11 (ωB97M-V with the def2-TZVPD basis set)
C 3.7011 -0.6868 -1.1464
H 5.2678 -1.9402 -0.0415
C -4.2955 -2.1982 -0.2707
H -0.6227 -3.3866 0.9132
C 2.1826 -0.0668 1.4225
H 4.3403 -1.0914 2.5096
H 1.4825 0.8175 1.4493
O 8.2370 -2.1678 -5.1660
H -5.0117 6.0265 2.9266
H -0.2762 -1.3132 -0.7580
H 2.1552 -4.5045 3.2420
C -3.4425 -0.1405 1.5809
C -0.9355 -0.6628 1.2340
H -2.0757 -2.5756 -0.5901
H 4.5816 -2.7157 -1.5809
C 6.8750 -0.3314 -5.2856
O 6.2878 -1.3184 -4.4429
C -8.3238 1.9392 -0.7827
O -7.9802 0.5619 -0.6438
O -6.8228 6.9900 1.0104
H 2.4852 -2.5126 -1.0856
C -6.7860 7.1728 2.4236
C -8.4928 0.1334 0.5384
H -7.6100 2.7181 1.1110
H -3.1249 0.6420 2.3172
O -6.4520 4.9676 1.9083
C 3.6091 0.5023 1.0524
H -7.5258 2.4928 -1.2750
C 1.5517 -1.1459 0.4390
C 0.4314 -3.5472 0.5700
C -4.8883 -0.3376 1.3786
H -9.2334 2.0181 -1.3839
H 0.1999 0.3919 -0.4168
C 2.7920 -3.2545 1.4707
O -6.9211 5.1497 -0.2924
H 3.3327 -3.1125 3.6724
C -6.7490 5.6550 0.7726
H 3.7067 -1.2191 -3.2647
C 2.3125 -1.4110 -0.9187
H -6.3813 -1.5784 0.3025
H 4.5939 0.3722 -2.9482
H 3.6966 -2.6522 1.2110
C -8.5330 2.3744 0.6391
C 3.6023 2.0272 1.5544
C 3.0182 -3.8649 2.9028
H 2.7288 0.2487 -2.9661
C 1.4126 -2.5027 1.2811
H 7.3313 0.4408 -4.6608
H 3.6073 2.0682 2.6815
H 3.8882 -4.5823 2.8098
H 2.6878 2.5740 1.2220
H 8.7685 -0.5267 -6.3260
H 4.5637 2.4836 1.2112
C -6.0994 5.9246 2.9039
H 0.5506 -3.5567 -0.5425
H -5.6512 0.2759 1.9093
H 5.6707 -0.4028 1.3872
H 5.0386 0.5269 2.7790
H 1.6267 -1.1034 -1.7627
H -7.8101 7.2577 2.7956
H 2.7885 -4.1271 0.7516
H 2.1897 -0.4613 2.4745
H -4.5971 -3.0108 -0.9705
H 5.7137 -1.3398 -1.6931
C 4.7347 -0.1909 1.9635
H 1.0058 -2.2999 2.3127
C -2.4408 -0.9629 0.8796
C -5.2752 -1.3983 0.4428
N 3.9412 0.5555 -0.3834
O -8.5277 -1.0084 0.8815
O -0.6949 -0.4484 2.4032
O 3.5401 1.6309 -0.9805
C 0.0871 -0.6228 0.0583
H -6.4453 5.6085 3.8872
O -8.9600 1.1721 1.2790
C 7.8919 -1.1184 -6.0649
H -6.2391 8.0779 2.6841
H -9.2888 3.1535 0.7304
H 7.4750 -1.5560 -6.9756
C 7.1935 -2.3255 -4.3074
H 6.1235 0.1301 -5.9253
C 4.8723 -1.7607 -1.0678
O 7.0860 -3.2257 -3.5373
C 3.6980 -0.2456 -2.6891
H 0.7195 -4.5744 0.9341
C -2.8644 -1.9942 -0.0683
```

Computed properties:
Kohn-Sham gap (spin up / spin down) ... 8.598 / 9.248 eV
LUMO (spin up / spin down) ... 0.0137 / 0.0136 Ha
2S+1 ... 2
Charge ... 0
HOMO (spin up / spin down) ... -8.23 / -8.88 eV
Largest force on an atom ... 3.45 eV/A
<S²> ... 0.75
Energy ... -2051.7901 hartree

***

C37H32BrFN5Sn as an isolated structure, computed with ωB97M-V with the def2-TZVPD basis set.

XYZ file:
```
77
C37H32BrFN5Sn (ωB97M-V with the def2-TZVPD basis set)
N -2.4878 -1.0359 1.5490
C 0.5256 3.8347 -4.7452
C -5.8550 -1.1818 -1.0439
C 1.4946 -2.2495 -0.7406
H -0.8080 -1.4705 -2.8901
H -4.0983 -4.3358 0.3124
C 2.3863 1.2292 -2.6449
H -4.4302 0.1954 4.0029
H 2.6346 -3.9694 -3.4231
H -0.3712 -2.1541 1.9051
H 2.2087 2.2282 -7.1597
C -5.8689 -3.5517 -0.5706
C -1.2667 -0.2249 1.6230
N 0.6422 2.2190 0.5083
C -0.0789 -1.1140 2.0557
H 3.2077 -3.5041 -1.0519
H -2.5751 1.8967 4.0573
N 1.0844 -0.8412 1.2215
C 2.3251 -3.0696 -1.4984
C 1.9905 0.1344 1.8065
H 0.1594 -0.9815 3.1210
C 3.1237 0.6490 -5.3632
H -4.2794 -1.6520 2.3765
H -4.0702 -0.1445 -0.4906
H 3.7140 1.2702 1.1973
H -6.3887 -4.4981 -0.5815
C 2.2600 1.7172 -5.0806
H -1.8398 -1.8410 -0.2193
C 1.7339 -2.0460 0.7408
C -3.9300 -2.2214 -0.0255
H 1.3973 0.8521 2.3714
H 3.6181 3.4011 -0.6421
H 3.3610 0.4186 -6.3915
C 0.0976 -1.9468 -2.5373
H -0.1786 4.6378 -4.5940
C 0.9622 3.1159 -3.6489
C -3.5940 0.1086 3.3282
C 1.8503 2.0273 -3.7304
C 2.0661 1.1499 -1.2339
N 0.3958 -1.6992 -1.2617
C -2.5132 1.0578 3.3779
C -2.5561 -2.0896 0.5721
H 0.5549 -2.9397 -4.3672
H 1.3298 -2.9345 1.2573
H 0.8541 5.1170 2.1749
C 2.3939 4.3653 0.8158
C -3.5019 -0.9018 2.4475
H 0.6353 4.1304 -6.8650
C 2.7551 3.3590 0.0075
C -4.5851 -3.4464 -0.0639
H 2.6908 -0.3536 2.5092
H 4.3861 -0.8535 -4.5057
C -1.4411 0.8721 2.6075
C 2.0106 -3.3288 -2.8187
C -6.4852 -2.4139 -1.0535
C 1.8272 2.4872 -6.1813
H -0.5898 1.5238 2.7129
C 3.6732 -0.0588 -4.3263
C 1.1590 4.3058 1.5306
C -4.5770 -1.0965 -0.5274
Br 0.2076 3.7997 -2.0321
H -2.2620 -3.0694 0.9888
C 3.3370 0.2556 -3.0315
C 1.9883 2.0852 0.0200
C 2.7638 0.9296 0.7583
C 0.9686 3.5348 -6.0267
H 2.9793 5.2760 0.8754
C 0.3087 3.2853 1.2459
Sn -0.4544 0.6372 -0.5322
H 2.8140 -2.0388 0.9440
H 3.8668 -0.2768 -2.2637
C 0.8569 -2.7514 -3.3497
H 2.8187 -0.6999 -0.6087
H -0.7213 3.3092 1.5804
F -7.7522 -2.5098 -1.5348
N 2.9760 0.2965 -0.5189
H -6.3648 -0.3129 -1.4301
```

Computed properties:
Kohn-Sham gap ... 4.908 eV
LUMO ... 0.0915 Ha
2S+1 ... 1
Charge ... -1
HOMO ... -2.42 eV
Energy relative to the best compared isomer or geometry (same formula, charge and spin) ... 48.3 kcal/mol
Largest force on an atom ... 1.30 eV/A
Energy ... -4590.9971 hartree

***

C3H7NO as an isolated structure, computed with ωB97M-V with the def2-TZVPD basis set.

XYZ file:
```
12
C3H7NO (ωB97M-V with the def2-TZVPD basis set)
C -1.1114 -0.1232 0.5019
H 0.0983 -1.9708 -0.2164
C 0.1392 -0.9127 -0.0410
H 0.7789 -0.3838 -1.0648
H -0.0539 1.5320 -0.0722
H -2.0477 -0.5098 0.0583
H 2.3886 -0.9006 -0.0325
H -0.9725 0.0195 1.6215
O 1.6704 0.9254 0.3016
C 1.4548 -0.3012 0.0030
H -1.2920 1.3371 -1.0237
N -1.0527 1.2880 -0.0357
```

Computed properties:
Kohn-Sham gap ... 9.890 eV
LUMO ... 0.0288 Ha
2S+1 ... 1
Charge ... 0
HOMO ... -9.11 eV
Energy relative to the best compared isomer or geometry (same formula, charge and spin) ... 89.2 kcal/mol
Largest force on an atom ... 5.20 eV/A
Energy ... -248.3844 hartree

***

One molecule with the formula C6H12ClN3S, computed with ωB97M-V with the def2-TZVPD basis set.

XYZ file:
```
23
C6H12ClN3S (ωB97M-V with the def2-TZVPD basis set)
H 0.1940 -2.7442 1.0763
C -0.1603 2.3463 0.8489
H -0.4855 2.3070 1.9708
C -1.8851 0.7216 0.5064
H 0.9506 -2.5030 -1.7289
H -2.0317 -0.2372 -0.0553
N -0.4241 1.0160 0.4063
C 0.4460 0.2439 -0.1951
H 0.3385 -0.9865 1.8706
H -2.2616 0.6716 1.5358
H 0.9034 2.4521 0.9355
Cl 2.3471 0.6922 0.8442
C 1.4035 -1.9035 -0.8473
H -0.5156 3.1998 0.1831
S 1.1016 0.9916 -1.8712
N -0.8699 -0.0795 -3.5091
N 0.3502 -1.1357 -0.1775
C 0.0131 0.2156 -2.8367
H 2.1466 -1.0985 -1.2488
H 1.8524 -2.7044 -0.0938
H -2.3268 1.6884 0.0197
C -0.0205 -1.6532 1.0742
H -1.0661 -1.5002 1.2918
```

Computed properties:
Kohn-Sham gap ... 9.248 eV
SMILES string ... CN(C)C(Cl)(SC#N)N(C)C
LUMO ... 0.0000 Ha
2S+1 ... 1
Charge ... 0
HOMO ... -9.25 eV
Largest force on an atom ... 3.07 eV/A
Energy ... -1258.3586 hartree

***

A 8-piece molecular cluster, C46H37BO34S overall, computed with ωB97M-V with the def2-TZVPD basis set.

XYZ file:
```
119
C46H37BO34S (ωB97M-V with the def2-TZVPD basis set)
C -1.2009 4.1094 6.6203
C -0.4148 7.5077 1.3335
C -2.7620 -0.4549 0.9783
H 2.9939 -5.3288 -0.9052
O -4.8601 1.1639 -1.3662
O 3.7479 1.9433 -6.0386
H 1.9593 -8.4299 -6.6245
C -3.8950 2.1066 0.5376
O 1.6209 -7.8247 -5.9351
H -3.7022 -1.1356 -0.8004
C 0.7388 -5.9703 1.5138
H 0.5687 -6.7191 2.2759
C -3.0820 6.8371 2.2715
O 0.7149 -4.6427 2.0779
H -1.0684 -3.2987 6.6763
C -0.7103 4.1894 7.9867
H -3.0815 -0.8942 8.3994
C 3.1627 -3.9948 0.8133
O 2.0698 -5.1359 4.0919
O -4.0236 -3.1600 3.1878
O 0.3287 3.1084 9.8435
C -1.9915 -2.8918 6.2888
O -1.4449 9.4834 0.5629
C -3.1389 1.9706 1.6339
O -0.7508 5.1996 8.6624
O 4.5488 -2.0024 -3.6369
C -0.9047 6.1908 -6.3270
H 0.1530 4.0407 10.0791
C -0.0453 1.7932 7.9428
O -0.3446 -5.9940 0.6120
O 1.2967 3.7491 -7.6638
O -4.6043 -0.6193 7.0778
H 5.1849 0.4262 -4.4412
O -2.1170 -4.3797 0.5264
H 4.0556 -2.8393 -3.5161
C -4.4261 -1.8553 5.0797
C 0.9067 4.8704 -7.3962
C 4.2440 0.0145 -4.7772
H -1.4906 -3.6763 0.3050
H 0.3783 0.8989 8.3774
O -0.5470 0.7026 5.9103
H 1.6526 -5.9913 -4.0226
C -0.6113 6.3425 1.9623
C -2.5293 0.6856 1.9322
C 2.4234 -5.0187 -0.0512
H -1.6793 -1.4152 2.1336
H 0.7480 -1.3490 -6.1002
H 1.7107 -6.9846 -0.0054
H 4.1658 -3.8829 0.4389
O -1.5563 2.7993 4.7124
O 3.7919 -4.7849 -3.1161
O -2.1674 -1.5983 1.3056
O -4.4787 3.2476 0.2023
C 1.6896 -0.9378 -5.7653
C -0.5550 1.7117 6.5832
O -1.0096 3.8528 -6.3933
C -3.9978 -1.4242 6.3981
O -0.5603 8.5223 -6.3909
O -1.8415 0.4768 2.9176
H -1.3999 1.8616 4.4642
H -1.8447 6.2971 -5.8041
C -0.1148 2.9550 8.6047
C 2.5907 -6.2730 -4.4791
C -1.9648 5.9287 2.4639
H 5.8346 -4.7202 -3.4871
O 1.7156 8.4156 -7.7070
C 3.9876 -7.5681 -6.0790
H -4.9652 3.0682 -0.6265
C 2.6741 -7.1894 -5.4535
C -0.1775 7.4051 -6.6686
H -1.6205 -5.3439 3.0522
H 6.1286 -7.1589 -6.0833
H -3.4393 9.6341 0.9663
O 3.2772 -4.4226 2.1753
C 2.1082 0.2819 -6.1266
O 1.4046 1.0706 -6.9233
H 1.5203 -4.5532 -0.4115
C -2.8860 8.0047 1.6458
H 2.6963 -3.0201 0.7489
C -2.7260 -1.9961 6.9590
H -0.4377 3.1417 -6.7445
H 1.1407 9.1202 -7.3466
C -3.5238 -0.3209 -0.1128
C 3.8278 -1.2075 -4.4192
O 3.9818 -8.4200 -6.9441
O -2.0157 -5.8596 2.3251
C -0.4009 4.9985 -6.6675
B -1.4768 -5.4080 1.1567
H -1.6147 5.0055 6.1807
H -4.0479 6.5347 2.6501
C 1.9871 -6.2462 0.7293
O 2.2059 -2.8915 -4.5649
C -2.4220 -3.3168 4.9754
S 1.9347 -4.1568 3.0767
C 1.6259 6.0785 -7.7518
H 2.5574 5.9712 -8.2886
C 3.7929 -5.6186 -4.0081
H 2.7662 -6.6810 1.3336
H 0.5551 7.8166 0.9703
C 5.1910 -6.8918 -5.6175
O -2.0573 4.8513 3.0210
C -1.1297 2.9479 5.9563
O -2.3858 -1.5347 8.1497
O 6.1622 -5.3214 -4.1824
C 5.1054 -5.9747 -4.6471
C 3.4248 0.8360 -5.6583
C 2.5167 -1.7673 -4.9045
H -3.3537 -3.8067 2.8820
O 0.3608 5.4719 2.1946
O -3.8531 8.8840 1.4383
C -4.1465 0.9632 -0.4042
O -1.8015 -4.1010 4.2825
H 1.9231 1.8939 -7.0481
H -2.9585 2.7873 2.3200
C -3.6890 -2.7424 4.3990
C 1.1207 7.2722 -7.4141
H -0.0551 4.7219 2.6646
H -5.3359 -1.4294 4.6816
C -1.5364 8.4128 1.1269
```

Computed properties:
Kohn-Sham gap ... 7.792 eV
LUMO ... -0.0668 Ha
2S+1 ... 1
Charge ... 0
HOMO ... -9.61 eV
Largest force on an atom ... 1.65 eV/A
Energy ... -4756.4073 hartree